[1]
58
Properties=species:S:1:pos:R:3 method="wB97M-V/def2-TZVPD" homo_energy_ev=-7.4354 e_lumo_ev=-0.06 e_tot_ha=-1304.68248 smiles="COc1ccc(N2CCN(Cc3cc(=O)oc4cc5c(cc34)CCCC5)CC2)cc1" gap_ev=7.37
C 6.62184 1.90039 2.06165
H 7.09958 0.91694 2.12748
O 6.00840 2.09556 0.81295
C 4.99550 1.24939 0.45106
C 4.41413 1.48811 -0.79474
C 3.38920 0.69577 -1.25598
C 2.89010 -0.36273 -0.48890
C 3.47821 -0.59375 0.75102
C 4.51921 0.19489 1.21527
H 4.93888 -0.02687 2.18409
H 3.12466 -1.39100 1.38596
N 1.88038 -1.17291 -1.02083
C 0.66064 -0.52069 -1.45827
C -0.06581 -1.43311 -2.45305
N -0.36062 -2.74696 -1.92813
C 0.83067 -3.33792 -1.35867
C 1.58886 -2.43408 -0.37237
H 0.99973 -2.29555 0.54839
H 2.52945 -2.92412 -0.11501
H 1.50381 -3.55593 -2.19621
H 0.57071 -4.27877 -0.87235
C -1.61712 -2.95825 -1.23733
C -1.74066 -2.37308 0.15364
C -1.33487 -3.09967 1.22075
C -1.30890 -2.58379 2.57511
O -0.92769 -3.19439 3.54371
O -1.73310 -1.29538 2.74536
C -2.19956 -0.55703 1.71212
C -2.64063 0.72757 2.00704
C -3.14360 1.55754 1.02130
C -3.21811 1.08430 -0.29540
C -2.77637 -0.19170 -0.58396
C -2.24249 -1.03929 0.39178
H -2.85354 -0.53977 -1.60225
C -3.80022 1.92454 -1.39953
C -3.83378 3.40670 -1.04501
C -4.46873 3.58273 0.32828
C -3.57024 2.95071 1.38536
H -2.66746 3.56009 1.50002
H -4.07244 2.93579 2.35482
H -5.44848 3.10054 0.33939
H -4.61151 4.64101 0.55241
H -2.81733 3.80558 -1.02889
H -4.39865 3.95302 -1.80216
H -4.82189 1.57886 -1.59029
H -3.22970 1.76766 -2.31789
H -2.58165 1.06240 3.03119
H -0.97659 -4.11209 1.11373
H -1.74755 -4.04267 -1.15876
H -2.40983 -2.57584 -1.88383
H 0.59154 -1.58007 -3.31824
H -0.98533 -0.95983 -2.79814
H 0.00623 -0.30479 -0.59654
H 0.90053 0.42598 -1.94104
H 2.97678 0.88748 -2.23495
H 4.79509 2.30241 -1.39090
H 5.90709 2.01109 2.88424
H 7.38323 2.67500 2.14150

[2]
40
Properties=species:S:1:pos:R:3 method="wB97M-V/def2-TZVPD" homo_energy_ev=-8.5884 e_lumo_ev=0.69 e_tot_ha=-881.57721 smiles=C[C@H]1CCn2nc(COc3ccccc3)cc2[C@@]1(C)O gap_ev=9.28
N -0.49026 -2.12254 0.24326
O -3.15249 0.34339 0.75569
O 3.08563 0.54387 -0.41344
C -0.92759 -0.90016 0.38983
C -0.11048 0.08598 -0.20562
C 0.93508 -0.63134 -0.68569
C -3.58534 3.84517 2.83209
C -2.40638 3.50686 2.32403
C -4.69471 2.88409 2.86327
C -2.21207 2.25392 1.74213
C -4.55710 1.62550 2.23726
C -3.26575 1.36232 1.59437
N 0.54477 -1.98063 -0.53814
C -2.15686 -0.64282 1.24893
C 1.68169 0.82735 -2.32344
C 4.06381 -1.91205 -0.89579
C 1.17004 -3.09120 -1.30133
C 2.16648 -2.54733 -2.46329
C 2.26831 -0.18346 -1.36920
C 3.10888 -1.37833 -1.93482
H 2.91369 0.39111 0.55600
H -0.21546 1.15527 -0.06184
H -3.66067 4.77826 3.36012
H -1.61511 4.25095 2.43031
H -5.56166 3.17224 3.39883
H -1.27575 2.11303 1.29720
H -5.37134 0.92093 2.05902
H -1.75795 -0.46623 2.25519
H -2.59656 -1.60366 1.35339
H 2.44108 1.10516 -3.03649
H 0.74888 0.47471 -2.71381
H 1.48974 1.76893 -1.79915
H 4.54859 -2.85983 -1.29731
H 3.42670 -2.07829 0.00513
H 4.80380 -1.13360 -0.67719
H 1.76514 -3.65948 -0.63517
H 0.40880 -3.74531 -1.55275
H 1.62942 -2.19784 -3.35243
H 2.74915 -3.33130 -2.84900
H 3.66380 -0.94367 -2.84014

[3]
12
Properties=species:S:1:pos:R:3 method="wB97M-V/def2-TZVPD" homo_energy_ev="-14.3593 / -14.4457" e_lumo_ev="-7.15 / -7.21" e_tot_ha=-248.27494 charge=+1 gap_ev="7.21 / 7.24"
C 0.38662 1.59959 0.50703
C -0.42628 0.89901 -0.10413
C -0.64861 -3.19098 -1.00056
C -0.98244 -1.95470 -1.03642
C 1.46489 2.33533 1.11896
N -1.20509 0.31003 -0.91200
H -1.10224 -3.69319 0.04741
H -0.15100 -3.87671 -1.51928
H 1.14078 2.79378 1.96282
H 2.11556 1.53501 1.21510
H 1.64042 3.08455 0.42871
H -2.23263 0.15829 -0.70764